Arrangement a

C2H6N2 | ωB97M-V/def2-TZVPD

Calculated values
HOMO-LUMO gap, eV: 9.34

Last column: Mulliken charge in e.
Geometry (Å):
C  0.37  0.00  -0.72  -0.0588
C  -0.51  0.91  -0.22  -0.3267
N  -0.86  0.68  1.22  -0.6592
N  1.07  -1.10  -0.06  -0.6583
H  0.69  0.08  -1.76  0.3266
H  -0.40  1.97  -0.36  0.2933
H  -0.09  0.11  1.55  0.3122
H  -1.71  0.13  1.29  0.2473
H  -0.06  -1.08  -0.18  0.2827
H  1.51  -1.69  -0.76  0.2409

Arrangement b

C2H6N2 | ωB97M-V/def2-TZVPD

Calculated values
HOMO-LUMO gap, eV: 9.65

Last column: Mulliken charge in e.
Geometry (Å):
C  0.33  0.03  0.38  0.2996
C  -1.11  0.07  -0.21  -0.9036
N  1.34  -0.73  -0.26  -0.5257
N  1.50  0.72  -0.09  -0.4232
H  0.28  0.22  1.49  0.3017
H  -1.04  0.41  -1.26  0.2484
H  -1.96  0.64  0.24  0.2955
H  -1.35  -1.02  -0.21  0.2276
H  2.17  -1.61  0.71  0.2395
H  1.49  1.17  -1.02  0.2403

Arrangement c

C2H6N2 | ωB97M-V/def2-TZVPD

Calculated values
HOMO-LUMO gap, eV: 11.03
SMILES string: C=N.C=N

Last column: Mulliken charge in e.
Geometry (Å):
C  2.37  1.46  0.06  -0.2599
N  2.02  0.25  0.11  -0.4268
H  1.59  2.20  0.23  0.2304
H  3.40  1.84  0.03  0.2276
H  2.74  -0.38  -0.24  0.2309
C  -2.49  -1.00  0.36  -0.2324
N  -2.47  -1.74  -0.67  -0.4794
H  -2.70  -1.50  1.30  0.2635
H  -2.40  0.08  0.25  0.2000
H  -2.06  -1.19  -1.43  0.2461

Arrangement d

C2H6N2 | ωB97M-V/def2-TZVPD

Calculated values
HOMO-LUMO gap, eV: 8.68

Last column: Mulliken charge in e.
Geometry (Å):
C  -0.67  -1.79  0.24  -0.3654
C  0.69  1.52  -0.04  -0.9017
N  -0.21  -0.51  0.20  0.2568
N  0.49  0.36  0.90  -0.6889
H  -0.51  -2.49  1.10  0.2670
H  -1.30  -2.09  -0.61  0.1757
H  -0.19  1.64  -0.63  0.3124
H  0.98  2.41  0.44  0.3211
H  1.27  1.23  -0.87  0.3981
H  -0.54  -0.28  -0.74  0.2249

Tell me which of them is the most stable. Sure, it is arrangement c.

Arrangement a

C2H6N2 | ωB97M-V/def2-TZVPD

Calculated values
HOMO-LUMO gap, eV: 9.15
SMILES string: C=N.C=N

Last column: Mulliken charge in e.
Geometry (Å):
C  1.17  2.51  0.59  -0.1825
N  0.59  1.93  -0.39  -0.5081
H  2.16  2.99  0.48  0.2359
H  1.01  2.20  1.64  0.2122
H  0.63  0.91  -0.26  0.2396
C  -0.97  -2.51  -0.48  -0.2159
N  -1.69  -1.51  -0.80  -0.5013
H  -1.40  -3.46  -0.21  0.2518
H  0.12  -2.40  -0.36  0.2146
H  -1.61  -0.67  -0.22  0.2540

Arrangement b

C2H6N2 | ωB97M-V/def2-TZVPD

Calculated values
HOMO-LUMO gap, eV: 9.98
SMILES string: C=N.C=N

Last column: Mulliken charge in e.
Geometry (Å):
C  5.86  0.69  0.61  -0.2811
N  5.73  0.27  1.85  -0.4399
H  6.71  1.24  0.13  0.2280
H  5.70  0.01  -0.20  0.2310
H  5.65  1.14  2.29  0.2621
C  -5.68  -0.47  -0.64  -0.2022
N  -6.14  -0.36  -1.88  -0.4814
H  -5.70  0.34  0.19  0.2224
H  -5.44  -1.56  -0.40  0.1985
H  -6.68  -1.30  -1.95  0.2628

Tell me which of them is the most stable. Sure, it is arrangement b.